[1]
29
Properties=species:S:1:pos:R:3:nbo_charge:R:1 method="wB97M-V/def2-TZVPD" relative_energy_ev=1.3333 total_charge=+1 molar_mass_g_mol=169.24 multiplicity=1 total_energy_ha=-541.3490
C -2.492 0.601 0.482 -0.44
C -2.166 -0.713 -0.142 -0.46
C -0.374 1.602 -0.706 -0.42
C -0.208 -2.164 -0.124 -0.39
C 1.126 1.327 -0.734 -0.59
C 0.635 -1.270 -1.040 -0.52
C -0.987 1.099 0.661 0.10
C -1.055 -1.253 0.790 0.08
C 1.356 -0.102 -0.443 0.77
C 3.004 0.416 1.109 -0.27
O 2.360 -0.476 0.235 -0.41
O -0.367 -0.063 1.195 -0.51
H -2.934 1.381 -0.186 0.23
H -3.001 0.608 1.530 0.25
H -3.064 -1.487 -0.139 0.26
H -1.824 -0.717 -1.234 0.22
H -0.720 2.683 -0.864 0.25
H -0.985 1.153 -1.407 0.21
H -0.820 -2.694 -0.701 0.23
H 0.474 -2.871 0.468 0.23
H 1.345 1.601 -1.713 0.30
H 1.519 2.146 -0.241 0.27
H 1.572 -1.904 -1.479 0.30
H -0.010 -0.846 -1.941 0.25
H -0.765 1.976 1.238 0.21
H -1.284 -1.914 1.588 0.22
H 3.541 1.087 0.583 0.20
H 3.731 -0.268 1.570 0.24
H 2.394 1.064 1.645 0.21

=====

[2]
76
Properties=species:S:1:pos:R:3:mulliken_charge:R:1 method="wB97M-V/def2-TZVPD" total_charge=+1 molar_mass_g_mol=680.84 multiplicity=1 total_energy_ha=-7273.4794
C 8.941 2.528 2.257 -0.53
C 9.142 2.383 0.787 -0.28
C 8.283 1.343 -0.189 0.58
O 8.990 0.405 -0.858 -0.49
O 6.810 1.447 -0.374 -0.31
C 6.129 0.293 0.292 -0.37
C 4.784 -0.159 -0.588 -0.46
C 3.537 -0.649 0.410 -0.61
C 2.523 -1.727 -0.365 -0.32
C 1.014 -1.067 -0.639 -0.59
C -0.180 -1.931 0.084 -0.67
N -0.666 -1.336 1.408 -0.04
C -1.632 -0.329 1.425 0.20
N -2.236 0.197 0.117 -0.27
C -3.189 1.275 0.616 0.50
C -4.565 0.890 -0.249 -0.45
Br -6.114 -0.073 0.578 -0.07
C -4.533 1.290 -1.698 0.32
C -3.288 2.045 -2.453 -0.85
Br -6.159 0.803 -2.784 -0.11
C -3.275 1.303 2.253 -0.68
N -2.160 0.338 2.705 -0.24
Cl -3.185 -0.969 3.280 -0.03
H 7.861 2.717 2.687 0.24
H 9.801 2.403 3.067 0.25
H 9.950 3.094 0.273 0.30
H 6.878 -0.635 0.285 0.31
H 5.818 0.602 1.402 0.25
H 4.442 0.738 -1.296 0.25
H 5.067 -1.096 -1.253 0.17
H 3.923 -1.224 1.366 0.32
H 2.911 0.284 0.802 0.26
H 3.000 -2.178 -1.340 0.23
H 2.319 -2.636 0.379 0.28
H 0.994 0.085 -0.421 0.42
H 0.845 -1.181 -1.810 0.30
H -1.088 -2.047 -0.671 0.17
H 0.175 -3.033 0.323 0.48
H -0.300 -1.665 2.351 0.33
H -2.837 -0.587 -0.281 0.48
H -2.909 2.382 0.358 0.25
H -3.361 1.852 -3.629 0.34
H -2.220 1.719 -2.100 0.22
H -3.356 3.208 -2.311 0.26
H -4.290 0.934 2.736 0.35
H -3.035 2.380 2.711 0.27
C -7.224 4.512 6.281 -1.08
C -7.348 5.641 5.272 -0.16
O -6.856 5.235 3.989 -0.36
C -7.691 4.453 3.260 0.73
O -8.804 4.081 3.597 -0.55
O -7.063 4.130 2.102 -0.34
C -7.798 3.227 1.280 -0.52
H -6.197 4.136 6.315 0.27
H -7.512 4.851 7.279 0.36
H -7.863 3.666 6.010 0.31
H -6.731 6.485 5.596 0.29
H -8.379 6.005 5.197 0.31
H -8.812 3.595 1.091 0.33
H -7.826 2.238 1.748 0.21
H -7.279 3.142 0.321 0.20
C 5.546 -4.916 -5.841 -1.11
C 5.380 -4.954 -4.331 -0.19
O 4.064 -4.536 -3.952 -0.30
C 3.084 -5.461 -4.113 0.70
O 3.231 -6.596 -4.537 -0.55
O 1.907 -4.896 -3.746 -0.27
C 0.775 -5.736 -3.957 -0.65
H 5.279 -3.929 -6.233 0.29
H 6.577 -5.144 -6.123 0.36
H 4.888 -5.639 -6.331 0.31
H 6.082 -4.250 -3.872 0.29
H 5.607 -5.946 -3.924 0.31
H 0.909 -6.713 -3.483 0.32
H 0.591 -5.848 -5.030 0.30
H -0.097 -5.252 -3.506 0.19